# 1
This record from OMol25 describes a gas-phase ion, C4H13N2O (charge +1) at a distorted geometry. The level of theory is ωB97M-V with the def2-TZVPD basis set.

Structure (XYZ):
```
20
Properties=species:S:1:pos:R:3:forces:R:3
N -0.011 -1.581 0.928 -2.34 -1.21 -0.72
C -0.003 -0.201 0.359 -0.27 -0.36 -0.41
C -0.815 -0.083 -0.983 -0.85 1.43 -0.20
C -0.160 0.681 -2.207 0.14 -0.44 2.26
O 1.086 0.031 -2.502 -0.36 1.95 2.86
C -0.499 0.802 1.450 0.55 -1.61 -0.13
N 0.427 0.439 2.708 -1.19 -0.62 0.34
H 0.873 -0.566 2.517 -1.67 1.85 0.30
H 0.325 -2.229 0.189 0.54 0.74 0.65
H -1.017 -1.994 0.956 1.76 1.36 0.37
H 1.070 -0.026 0.284 0.08 0.37 -0.77
H -1.748 0.546 -0.693 0.97 -1.45 -0.74
H -1.071 -1.108 -1.390 0.02 1.14 0.84
H -0.084 1.763 -2.015 0.55 -0.34 0.17
H -0.820 0.617 -3.050 -0.52 -0.24 -0.41
H 0.872 -0.285 -3.322 0.22 -1.71 -3.46
H -0.510 1.873 1.120 0.44 -0.98 0.69
H -1.507 0.475 1.791 0.59 0.51 -0.26
H 1.208 1.065 2.984 -0.84 -0.06 -0.43
H -0.324 0.424 3.481 2.16 -0.34 -0.94
```
Positions in Å, forces in eV/Å.

## Properties
Charge: +1
SMILES: N[C@H](C[NH3+])CCO
Gap between HOMO and LUMO in eV: 10.261
Highest occupied orbital energy in eV: -13.698
Electronic energy in eV: -9378.760
Energy above the lowest of the compared OMol25 structures with the same formula, charge and spin in kJ/mol: 272.5

---

# 2
This record from OMol25 describes a molecular structure, C29H43GeIrN5O3Si3 at a distorted geometry. The level of theory is ωB97M-V with the def2-TZVPD basis set.

Structure (XYZ):
```
85
Properties=species:S:1:pos:R:3:forces:R:3
Ir 1.528 -0.805 -0.169 0.98 -1.78 0.02
N 5.922 -0.626 0.056 -0.49 -0.08 0.00
C 4.801 0.095 0.117 -0.18 0.05 0.03
N 3.760 -0.714 0.056 -0.50 -0.61 -0.12
C 4.319 -1.974 -0.042 1.40 2.29 0.06
N 5.643 -1.926 -0.042 -0.69 -0.87 -0.03
C 3.465 -3.105 -0.085 -2.71 -0.95 -0.31
C 3.917 -4.420 0.047 0.20 0.73 -0.18
N 3.107 -5.443 0.074 -1.38 -0.58 0.06
C 1.778 -5.198 0.001 1.63 -0.55 -0.04
C 1.291 -3.931 -0.133 -0.31 1.44 -0.26
N 2.096 -2.843 -0.213 1.53 0.01 0.94
H 6.884 -0.318 0.076 -0.03 0.03 0.01
H 4.777 1.159 0.218 0.07 0.25 0.02
H 4.978 -4.608 0.129 0.15 0.00 0.02
H 1.130 -6.059 0.046 -0.16 -0.06 0.01
H 0.222 -3.736 -0.186 0.23 -0.03 -0.06
O 1.948 1.592 0.022 -0.31 -0.45 -0.12
C 0.819 2.471 0.017 -0.40 0.63 -0.04
C -0.391 1.560 -0.048 -0.39 0.39 0.74
O -1.438 1.773 0.539 -0.14 0.11 -0.08
O -0.243 0.522 -0.817 0.32 -0.76 0.32
C 0.704 3.246 -1.293 0.26 0.09 -0.10
C -0.084 4.389 -1.341 0.03 -0.07 -0.03
C -0.171 5.117 -2.515 -0.10 -0.07 0.02
C 0.522 4.702 -3.643 0.01 0.03 0.00
C 1.280 3.543 -3.605 -0.03 0.00 -0.07
C 1.361 2.807 -2.435 0.03 -0.07 0.12
C 0.926 3.401 1.211 -0.02 -0.12 0.01
C 0.165 3.270 2.362 -0.02 -0.05 -0.03
C 0.324 4.167 3.406 0.03 0.05 0.03
C 1.259 5.183 3.321 0.03 -0.03 0.07
C 2.071 5.275 2.201 0.07 0.02 -0.03
C 1.901 4.395 1.149 -0.07 -0.03 0.04
H 2.732 2.134 -0.118 0.07 -0.04 -0.04
H -0.615 4.706 -0.455 -0.04 0.11 0.06
H -0.785 6.005 -2.544 0.00 0.09 -0.03
H 0.471 5.283 -4.549 -0.03 0.06 -0.13
H 1.806 3.204 -4.484 0.04 0.02 -0.10
H 1.937 1.892 -2.409 0.04 -0.03 -0.03
H -0.574 2.491 2.437 -0.06 -0.01 0.06
H -0.296 4.070 4.283 -0.07 0.02 0.14
H 1.363 5.897 4.125 0.03 0.02 0.07
H 2.830 6.039 2.140 0.03 0.11 -0.01
H 2.514 4.502 0.264 0.02 0.06 -0.12
C -1.057 -0.831 3.690 -0.01 -0.76 -0.29
Si -0.944 -2.446 2.691 -0.16 1.01 0.00
C 0.641 -3.435 3.027 -0.53 0.31 -0.49
C -2.539 -3.450 2.385 0.70 0.51 0.03
Ge -1.084 -1.161 0.068 0.58 -0.30 -1.50
Si -3.514 0.405 0.128 -0.82 -0.27 0.07
C -3.883 1.064 1.885 0.38 -0.26 -0.69
C -4.709 -1.076 -0.173 0.82 0.51 0.09
C -3.571 1.512 -1.427 0.21 -0.32 0.68
Si -1.093 -2.226 -2.530 -0.13 0.62 1.32
C -1.630 -0.710 -3.547 0.15 -0.73 0.34
C -2.371 -3.582 -2.099 0.47 0.51 -0.53
C 0.607 -2.872 -3.084 -0.45 0.20 0.20
H -0.994 -1.029 4.757 0.01 -0.12 0.18
H -1.994 -0.314 3.504 -0.11 -0.04 -0.09
H -0.240 -0.157 3.436 0.10 -0.07 -0.11
H 0.734 -3.625 4.095 -0.14 0.07 0.19
H 1.527 -2.886 2.710 -0.03 0.14 0.02
H 0.645 -4.398 2.523 -0.09 -0.09 -0.01
H -2.727 -4.137 3.207 0.13 -0.11 0.20
H -2.478 -4.048 1.477 0.08 -0.06 -0.11
H -3.410 -2.802 2.301 0.05 0.17 0.01
H -4.416 0.326 2.479 -0.03 -0.21 -0.05
H -4.527 1.937 1.818 -0.13 0.17 -0.21
H -2.996 1.381 2.423 0.12 0.02 -0.04
H -4.543 -1.929 0.479 0.10 -0.05 0.12
H -4.707 -1.423 -1.202 0.12 -0.01 -0.18
H -5.713 -0.717 0.034 -0.25 0.24 0.08
H -2.601 1.613 -1.907 0.11 -0.06 -0.02
H -3.894 2.519 -1.174 0.00 0.11 0.24
H -4.279 1.120 -2.153 -0.07 -0.20 0.01
H -2.654 -0.407 -3.357 -0.15 -0.06 0.10
H -1.541 -0.932 -4.608 0.01 -0.10 -0.18
H -0.983 0.138 -3.335 0.14 0.01 0.09
H -3.162 -3.205 -1.454 -0.02 0.12 -0.02
H -1.903 -4.429 -1.601 0.16 -0.07 0.05
H -2.830 -3.962 -3.007 -0.13 -0.14 -0.17
H 1.414 -2.219 -2.752 -0.11 0.10 -0.05
H 0.653 -2.921 -4.169 -0.11 -0.01 -0.22
H 0.815 -3.868 -2.704 -0.06 -0.15 0.00
```
Positions in Å, forces in eV/Å.

## Properties
2S+1: 2
Charge: +2
Gap between HOMO and LUMO (alpha / beta) in eV: 5.666 / 5.436
Highest occupied orbital energy (alpha / beta) in eV: -12.784 / -12.787
Electronic energy in eV: -127336.643
Energy above the lowest of the compared OMol25 structures with the same formula, charge and spin in kJ/mol: 322.6

---

# 3
This record from OMol25 describes C12H12Cl2O2 in the gas phase at a distorted geometry. The level of theory is ωB97M-V with the def2-TZVPD basis set.

Structure (XYZ):
```
28
Properties=species:S:1:pos:R:3:forces:R:3
C -0.937 -3.027 1.667 -0.92 1.54 -0.06
C -1.178 -1.594 1.589 0.60 -2.19 -0.22
C -1.968 -1.014 0.344 -2.50 -1.09 1.07
C -1.084 -0.494 -0.851 1.07 1.44 0.92
C -0.318 0.672 -0.720 -0.52 -1.87 -1.85
C -0.099 1.644 0.484 1.92 0.68 -1.43
Cl -1.319 1.796 1.801 0.51 -0.36 -0.67
C 1.434 1.423 0.999 -0.08 2.02 -0.69
C 1.819 2.361 2.236 0.87 -1.24 0.05
Cl 1.888 -0.329 1.234 -0.25 1.10 0.14
C 0.539 1.047 -2.032 1.24 2.25 -0.50
O 0.970 2.218 -2.219 -1.42 -3.57 0.93
C 0.928 -0.032 -3.117 -2.02 -2.41 0.62
C 0.156 -1.218 -3.205 1.49 2.99 1.09
C -1.077 -1.327 -2.214 -1.27 -1.63 -1.07
O -2.029 -2.078 -2.537 2.95 2.43 1.44
H 0.092 -3.500 1.576 -1.14 0.81 1.89
H -1.838 -3.705 1.893 1.22 0.66 -2.21
H -0.812 -0.987 2.481 0.71 -0.10 -2.30
H -2.596 -1.891 -0.071 1.06 1.18 0.51
H -2.764 -0.262 0.705 1.47 -0.70 -0.95
H -0.037 2.699 0.015 -0.20 -1.67 0.72
H 2.070 1.798 0.115 -1.02 -0.83 1.27
H 1.769 3.476 2.004 -0.39 -1.59 0.16
H 2.928 2.145 2.461 -1.71 0.28 -0.24
H 1.207 2.046 3.140 0.76 0.72 -1.12
H 1.813 0.152 -3.816 -1.46 0.05 1.24
H 0.443 -2.020 -3.963 -0.96 1.09 1.25
```
Positions in Å, forces in eV/Å.

## Properties
SMILES: C=CCC1=C([C@@H](Cl)[C@@H](C)Cl)C(=O)C=CC1=O
Gap between HOMO and LUMO in eV: 6.321
Highest occupied orbital energy in eV: -7.750
Electronic energy in eV: -41771.817